This record from the Open Molecules 2025 dataset describes an isolated ion of composition C9H13N2 and charge +1. The level of theory is ωB97M-V with the def2-TZVPD basis set.

Properties
largest force on an atom	4.021	eV Å⁻¹
net charge	+1
SMILES	[H]/N=C(\C)C1=C=C(C)CC=[N+]1C
total energy	-12512.94314	eV

Geometry as XYZ:
```
24
Properties=species:S:1:pos:R:3:forces:R:3
H 3.758 -0.300 -0.765 -1.1 0.6 0.1
N 2.857 0.195 -0.532 1.3 -1.5 0.5
C 1.996 -0.642 -0.096 -1.1 1.0 -1.7
C 1.960 -2.099 -0.275 -1.4 -1.2 -0.8
C 0.581 -0.162 0.179 1.1 0.0 1.0
C -0.501 -0.919 0.319 0.3 1.2 -0.8
C -1.763 -0.527 0.080 1.0 -2.0 0.4
C -2.839 -1.201 0.798 -0.3 -0.9 -1.6
C -1.858 0.599 -0.859 -2.4 2.0 2.5
C -0.777 1.590 -0.463 -0.1 1.9 -0.8
N 0.316 1.285 0.172 -1.4 -0.2 -1.3
C 1.326 2.230 0.622 2.4 -0.6 -0.9
H 1.409 -2.591 0.537 0.7 -0.1 0.0
H 1.232 -2.245 -1.138 0.9 0.2 0.7
H 2.872 -2.590 -0.585 0.3 0.1 0.4
H -3.519 -0.531 1.129 -2.4 2.5 1.0
H -2.460 -1.637 1.671 0.6 -1.3 1.0
H -3.470 -1.879 0.186 0.8 0.0 0.2
H -2.872 1.214 -0.576 2.2 -1.4 -0.5
H -2.092 0.329 -1.853 0.5 0.2 -1.6
H -1.050 2.695 -0.664 0.9 -1.8 0.4
H 1.135 3.239 0.265 -0.3 -0.1 0.3
H 2.355 1.847 0.160 -2.3 0.9 0.9
H 1.403 2.100 1.690 0.0 0.4 0.4
```
Forces are in eV/Å.